Entry 1:
This record from the OMol25 dataset describes a 9-piece molecular cluster, C13H45N15O9 overall at a distorted geometry. The level of theory is the ωB97M-V functional and the def2-TZVPD basis.

XYZ file:
```
82
Properties=species:S:1:pos:R:3:forces:R:3
C 2.981778 -3.029500 1.895472 1.163 -0.368 1.362
C 3.611651 -1.704397 2.423841 -2.220 -1.281 -2.422
O 2.521907 -0.857773 2.840839 1.351 -0.123 0.757
H 2.460116 -2.980515 0.939666 -0.205 0.514 0.298
H 2.391273 -3.514542 2.672744 -0.332 0.096 -0.165
H 3.817850 -3.706165 1.718815 0.141 -0.156 -0.082
H 3.943775 -1.328387 1.456160 1.020 0.718 0.366
H 4.394720 -1.822499 3.172810 -0.175 -0.049 -0.041
H 3.018210 -0.073477 3.086116 -0.552 0.640 0.299
C 1.699918 -4.638682 -3.045947 -0.435 2.001 0.233
O 2.425197 -4.477855 -4.002617 1.402 -1.254 -1.958
N 1.282325 -3.562587 -2.432331 -1.125 2.405 2.432
N 1.193885 -5.762024 -2.562248 0.449 -2.591 -0.717
H 0.709896 -3.623820 -1.602469 -0.148 0.256 -0.303
H 1.560378 -2.649077 -2.761420 -0.077 0.084 0.083
H 0.725314 -5.867196 -1.673714 0.178 -0.008 -0.461
H 1.546189 -6.521899 -3.126666 -0.456 -0.588 0.743
C -3.207486 1.492239 -1.992169 1.221 -0.998 1.126
O -2.781958 0.346299 -2.194933 0.832 -0.759 0.226
N -3.912471 2.068162 -2.890198 -3.490 0.758 -4.480
N -2.902628 2.218911 -0.954031 1.087 0.392 1.926
H -4.526296 2.867498 -2.823973 0.263 0.600 0.743
H -4.383612 1.370552 -3.448290 -0.180 -0.126 -0.553
H -3.288211 3.148687 -0.870680 0.363 -0.024 0.109
H -2.053272 1.895959 -0.513132 -0.046 0.326 1.025
C 0.001717 0.072328 0.094282 -7.003 2.533 -1.142
O -0.823443 0.735509 0.788794 0.047 -0.336 -0.370
N 1.107277 -0.235410 0.539656 6.881 -1.585 3.163
N -0.218529 -0.370988 -1.120473 -0.620 -0.344 -1.753
H 1.694333 -0.754131 -0.097838 0.547 -0.051 0.987
H 1.215964 -0.149782 1.540140 0.969 -0.283 -0.450
H -1.119610 -0.217725 -1.550205 -0.268 -0.054 -0.326
H 0.547879 -0.855861 -1.565006 -0.649 0.217 -0.568
C 2.665615 -0.607708 -4.165761 -1.852 3.544 0.923
O 1.902619 -0.661846 -3.223182 -0.876 -0.494 2.327
N 2.977369 -1.566449 -4.910169 1.767 -6.314 -2.442
N 3.045445 0.518136 -4.737292 1.499 2.666 -0.230
H 2.660027 -2.475941 -4.606510 0.462 -0.682 -0.362
H 3.730327 -1.472644 -5.576773 -0.465 -0.546 0.064
H 3.764067 0.328049 -5.421068 -0.318 1.509 -0.087
H 2.779231 1.430076 -4.394368 0.395 -0.223 -0.144
C -0.655121 1.155676 -5.591250 -0.232 -0.742 -0.261
O -0.069334 1.199751 -6.628033 2.900 0.111 -2.946
N -1.936116 1.363514 -5.589135 -4.299 1.394 -1.157
N -0.243857 0.758996 -4.431684 2.037 -0.638 4.228
H -2.531505 1.466552 -4.779815 0.067 0.038 -0.224
H -2.211156 1.647648 -6.518507 -0.735 0.205 0.484
H -0.815094 1.056642 -3.653740 0.129 -0.477 0.172
H 0.677094 0.428855 -4.180774 -0.341 0.238 -0.301
C -3.374469 -3.150882 -2.654276 1.024 -0.611 1.319
O -2.881131 -3.323385 -1.582463 1.082 -0.750 3.310
N -3.191303 -2.134263 -3.396853 1.245 5.065 -2.636
N -4.098339 -3.991274 -3.308188 -3.126 -4.461 -1.768
H -3.646602 -2.166166 -4.297845 0.425 1.028 0.274
H -3.005959 -1.259688 -2.926890 0.115 0.533 -0.415
H -4.287982 -4.901783 -2.914354 -0.203 0.267 -0.458
H -4.485856 -3.610377 -4.159574 -0.504 -1.307 0.316
C -1.517590 -0.472331 4.263823 -3.047 -1.779 2.253
O -1.484080 -0.919070 5.393148 -0.374 0.379 2.207
N -2.592667 -0.146457 3.566819 -2.975 1.207 -0.250
N -0.538332 -0.530783 3.486981 7.606 -0.206 -3.945
H -2.467541 -0.092353 2.566064 -0.718 0.398 0.125
H -3.454570 0.041389 4.058691 0.154 -0.133 -0.536
H 0.373622 -0.803898 3.824384 -0.312 -0.137 0.202
H -0.516166 -0.109186 2.569450 -0.454 0.281 -0.115
C -0.040758 2.932388 3.622873 -0.349 -1.492 1.109
C 0.868918 3.904006 4.373688 0.861 -0.353 -0.609
C 0.881420 3.816458 5.915072 -1.654 2.216 0.246
O -0.341749 4.478507 6.334164 -0.385 -0.451 1.464
C -0.350086 4.712716 7.761585 0.145 -1.118 -0.630
N 2.272447 3.924117 3.878740 -0.563 -0.349 -0.355
H -1.080903 3.228322 3.759348 0.017 0.583 -0.496
H -0.138478 1.954598 4.094561 0.738 -0.348 0.080
H 0.201016 2.746642 2.576385 -0.006 0.450 0.027
H 0.384383 4.795965 3.976528 0.591 0.893 1.111
H 1.625350 4.471788 6.368075 0.855 0.078 -0.533
H 1.014859 2.877798 6.452864 -0.288 -0.641 -0.659
H -0.106264 3.809580 8.321050 0.428 -0.467 -0.177
H -1.345315 4.898490 8.165466 -0.067 0.735 -0.669
H 0.404177 5.446074 8.046826 -0.183 0.415 -0.038
H 2.866650 4.491950 4.465762 -0.089 0.123 0.098
H 2.679651 2.999947 3.865162 -0.058 -0.199 0.018
```
Positions in Å, forces in eV/Å.

## Properties
Spin multiplicity = 2
Total charge = -1
Orbital gap (spin up / spin down) = 1.54 / 8.76 eV
Highest occupied orbital energy (spin up / spin down) = 0.4333 / -6.8680 eV
LUMO (spin up / spin down) = 2.0 / 1.9 eV

For each atom in turn, the Mulliken charge in e is:
1 C -0.9579
2 C -0.3952
3 O -0.3260
4 H 0.0854
5 H 0.3057
6 H 0.4219
7 H 0.3045
8 H 0.4154
9 H 0.1329
10 C 0.6614
11 O -0.7407
12 N 0.0048
13 N -0.3998
14 H 0.1253
15 H -0.1395
16 H 0.2118
17 H 0.2680
18 C -5.5522
19 O 1.1321
20 N 0.3293
21 N 0.5926
22 H 0.9305
23 H 0.6200
24 H 0.2441
25 H 0.0562
26 C 1.0623
27 O -0.7922
28 N -0.0268
29 N 0.6022
30 H 0.1196
31 H 0.0557
32 H -0.3457
33 H -0.1782
34 C 0.6528
35 O -0.6615
36 N -0.2254
37 N -0.3601
38 H 0.1058
39 H 0.1837
40 H 0.1384
41 H 0.2535
42 C -0.0478
43 O -0.6714
44 N -0.1845
45 N 0.3269
46 H 0.4304
47 H 0.2517
48 H 0.0309
49 H -0.1508
50 C 0.2094
51 O -0.4976
52 N -0.0097
53 N -0.4280
54 H 0.1896
55 H 0.3795
56 H 0.2369
57 H 0.1991
58 C 0.5929
59 O -0.7495
60 N -0.3046
61 N -0.0986
62 H 0.1972
63 H 0.1940
64 H 0.0333
65 H -0.0352
66 C -1.4155
67 C 0.8105
68 C -0.6875
69 O -0.3126
70 C -0.8214
71 N -0.7515
72 H 0.4250
73 H 0.1681
74 H 0.3931
75 H 0.1479
76 H 0.3491
77 H 0.3493
78 H 0.3133
79 H 0.2874
80 H 0.3084
81 H 0.2540
82 H 0.1736

Entry 2:
This record from the OMol25 dataset describes a 10-piece molecular cluster, C13H46N8O10 overall at a distorted geometry. The level of theory is the ωB97M-V functional and the def2-TZVPD basis.

XYZ file:
```
77
Properties=species:S:1:pos:R:3:forces:R:3
N 1.764545 -3.756130 0.977701 1.221 3.143 -2.654
C 1.608545 -4.443130 2.069701 -2.733 -7.767 0.123
N 1.947545 -3.781130 3.168701 0.528 1.504 1.859
O 1.142545 -5.749130 2.052701 2.422 6.493 0.407
H 1.606545 -4.187130 0.078701 -0.120 -0.048 0.267
H 2.159545 -2.738130 0.987701 -1.315 -2.769 -0.207
H 1.763545 -4.237130 4.059701 -0.002 0.372 -0.492
H 2.020545 -2.727130 3.096701 -0.459 -2.381 0.530
N 3.375545 -1.364130 0.977701 1.268 -1.571 -3.737
C 3.081545 -0.785130 2.101701 -3.632 6.292 0.039
N 3.542545 -1.455130 3.096701 1.422 -2.161 4.584
O 2.336545 0.371870 2.287701 3.793 -5.815 -0.307
H 4.002545 -2.239130 0.953701 -1.362 2.302 -0.093
H 3.125545 -0.911130 0.096701 0.308 -0.126 -0.006
H 3.055545 -1.248130 3.965701 0.804 -0.036 0.089
H 4.066545 -2.376130 3.012701 -1.192 1.944 0.203
N -3.054455 5.136870 0.224701 2.339 6.111 0.055
C -3.601455 3.976870 0.157701 -7.572 -1.738 -2.519
N -3.014455 3.060870 0.898701 0.190 -3.078 1.162
O -4.796455 3.809870 -0.516299 5.874 0.400 3.222
H -3.653455 5.983870 0.119701 0.872 -1.400 -0.347
H -2.084455 5.325870 0.579701 -1.702 -0.605 -0.365
H -3.515455 2.165870 0.944701 0.406 0.396 0.049
H -2.218455 3.150870 1.572701 -0.998 0.089 -0.858
N -0.592455 2.658870 -0.383299 -2.337 2.075 1.522
C 0.044545 2.095870 0.603701 -2.416 -1.705 5.430
N 1.221545 1.588870 0.299701 3.234 0.711 -0.138
O -0.490455 1.854870 1.834701 1.932 1.656 -4.962
H -1.558455 2.851870 -0.175299 -0.147 0.000 -0.165
H -0.450455 2.396870 -1.288299 1.015 -0.523 -2.947
H 1.674545 1.255870 1.201701 0.418 -0.150 -1.256
H 1.798545 1.993870 -0.507299 -1.368 -0.729 2.058
C 2.108545 0.704870 -2.811299 -0.666 0.026 -3.145
C 3.557545 0.817870 -2.558299 -0.066 -0.131 -0.312
O 3.718545 0.369870 -1.251299 1.163 -0.442 1.616
H 1.721545 -0.325130 -2.805299 0.575 0.316 0.386
H 2.021545 1.023870 -3.889299 -0.559 -0.019 0.868
H 1.480545 1.308870 -2.181299 -0.075 0.260 -0.118
H 3.994545 1.804870 -2.650299 -0.345 0.587 -0.102
H 4.125545 0.234870 -3.274299 0.151 -0.562 0.005
H 4.075545 1.104870 -0.755299 0.278 -0.085 0.484
C -1.662455 -0.963130 0.208701 -3.083 -0.825 -1.665
C -0.280455 -1.326130 0.409701 1.142 0.944 1.317
O 0.451545 -0.744130 -0.613299 0.649 -3.232 -2.707
H -2.092455 -1.375130 -0.761299 0.645 0.614 0.856
H -1.746455 0.114870 0.219701 -0.178 0.280 -0.107
H -2.335455 -1.346130 0.953701 -0.216 -0.202 0.606
H -0.038455 -2.385130 0.480701 -0.280 0.114 -0.030
H 0.003545 -0.772130 1.316701 0.283 -0.704 0.398
H 0.707545 0.117870 -0.408299 0.698 2.239 0.892
C -1.765455 1.124870 -3.577299 0.020 2.617 -0.752
C -0.751455 2.031870 -4.300299 -0.063 -0.724 0.809
O -0.215455 2.826870 -3.234299 -0.602 -0.691 0.185
H -1.466455 0.945870 -2.579299 0.489 -0.149 1.097
H -2.063455 0.206870 -3.971299 -0.306 -1.303 -1.217
H -2.585455 1.838870 -3.586299 -0.759 -0.619 0.653
H -1.290455 2.701870 -4.977299 0.236 -0.297 -0.270
H 0.088545 1.538870 -4.786299 -0.149 -0.235 -0.316
H 0.235545 3.519870 -3.668299 0.911 1.426 -0.320
C -0.032455 -1.973130 -3.694299 1.211 2.045 -4.247
O 1.188545 -2.566130 -4.287299 -2.234 -3.176 6.634
H -0.204455 -1.987130 -2.648299 0.387 -1.160 0.915
H -0.858455 -2.243130 -4.377299 -0.045 -0.259 0.972
H 0.114545 -0.887130 -3.885299 -0.476 -0.366 0.206
H 1.460545 -2.185130 -5.032299 1.073 2.835 -4.535
C -0.800455 -2.653130 3.422701 -0.498 0.476 0.233
O -2.038455 -2.262130 4.005701 -0.737 -2.331 -4.596
H -0.262455 -3.367130 4.045701 -0.217 -0.041 -0.130
H -0.190455 -1.776130 3.227701 0.363 0.260 0.215
H -1.004455 -3.059130 2.425701 -0.142 -0.294 0.467
H -1.970455 -1.875130 4.804701 0.865 1.929 4.085
C -3.449455 0.385870 3.179701 0.708 -0.477 -0.963
O -4.460455 1.195870 2.597701 -1.006 -2.994 -0.619
H -3.290455 -0.502130 2.561701 -0.524 0.183 0.005
H -3.538455 -0.023130 4.196701 -0.588 0.756 -0.055
H -2.552455 0.946870 3.023701 1.141 0.126 0.624
H -4.415455 2.047870 2.932701 0.133 2.399 1.134
```
Positions in Å, forces in eV/Å.

## Properties
Orbital gap = 8.78 eV
ΔE to the lowest compared entry with this formula, charge and spin = 8.423 eV
Highest occupied orbital energy = -8.8820 eV
LUMO = -0.1 eV

For each atom in turn, the Mulliken charge in e is:
1 N -0.1279
2 C 0.5232
3 N -0.3776
4 O -0.7542
5 H 0.1814
6 H 0.1464
7 H 0.2493
8 H 0.2340
9 N -0.3019
10 C 0.3885
11 N -0.4670
12 O -0.7441
13 H 0.3664
14 H 0.0681
15 H 0.2819
16 H 0.2904
17 N -0.3201
18 C 0.5739
19 N -0.3846
20 O -0.7408
21 H 0.2547
22 H 0.2198
23 H 0.1126
24 H 0.2973
25 N -0.1788
26 C 0.3228
27 N -0.3045
28 O -0.8114
29 H 0.2995
30 H -0.0296
31 H 0.3481
32 H 0.2445
33 C 0.4764
34 C -1.1298
35 O -0.5262
36 H 0.1228
37 H 0.1373
38 H -0.1873
39 H 0.3998
40 H 0.3598
41 H 0.2424
42 C -0.5764
43 C -0.1549
44 O 0.2601
45 H 0.1433
46 H -0.0704
47 H 0.2774
48 H 0.5583
49 H 0.1387
50 H -0.2621
51 C -0.5601
52 C -0.3462
53 O -0.5158
54 H -0.1116
55 H 0.3402
56 H 0.3541
57 H 0.3941
58 H 0.1943
59 H 0.2422
60 C -0.2281
61 O -0.5408
62 H 0.0411
63 H 0.3896
64 H -0.0473
65 H 0.2835
66 C -0.4842
67 O -0.5085
68 H 0.3101
69 H 0.2243
70 H 0.1555
71 H 0.2690
72 C -0.2200
73 O -0.5814
74 H 0.0513
75 H 0.3193
76 H 0.1995
77 H 0.3062